Entry 1:
The following is a DFT calculation (the ωB97M-V functional and the def2-TZVPD basis) of 8 unconnected molecules or ions with the total composition C24H39F3O14 in a non-equilibrium geometry.

The geometry in XYZ format:
```
80
Properties=species:S:1:pos:R:3:forces:R:3
C -4.257 -1.175 2.197 -1.529 -0.777 -0.523
C -3.312 -1.561 3.335 0.412 -0.939 -1.989
O -3.029 -0.842 4.230 0.176 1.517 1.595
C -2.655 -2.947 3.255 -0.903 0.008 -0.793
H -4.669 -2.079 1.748 0.133 -0.439 0.064
H -3.966 -0.620 1.306 1.204 0.193 0.431
H -5.172 -0.654 2.480 0.259 0.263 0.820
H -3.254 -3.647 3.837 0.121 0.054 0.442
H -1.612 -2.947 3.570 -0.275 0.084 0.088
H -2.774 -3.335 2.244 0.429 0.049 -0.162
C -0.688 3.194 4.483 0.081 -0.662 0.189
C 0.288 4.329 4.732 0.065 -0.326 0.557
O -0.025 5.468 4.532 -0.291 0.859 -0.284
C 1.668 4.019 5.290 0.456 -1.064 0.044
H -0.594 2.852 3.452 0.137 0.057 -0.073
H -1.741 3.425 4.638 0.189 0.578 -0.042
H -0.478 2.332 5.116 0.222 -0.031 -0.035
H 1.791 2.967 5.549 -0.260 -0.106 0.095
H 1.928 4.596 6.178 -0.360 0.266 -0.121
H 2.472 4.176 4.571 -0.226 0.400 -0.300
C 2.771 -0.729 -3.553 -0.472 -0.480 0.523
C 1.363 -0.754 -4.224 3.045 0.632 0.950
O 0.484 -1.314 -3.680 -2.285 -1.801 1.858
C 1.203 -0.210 -5.541 -0.912 0.507 -1.302
H 3.346 0.195 -3.497 -0.421 0.042 -0.582
H 3.397 -1.507 -3.989 0.038 0.068 -0.412
H 2.628 -1.064 -2.526 -0.152 0.108 0.081
H 1.331 0.872 -5.502 0.701 -0.051 -0.529
H 0.168 -0.371 -5.843 0.106 -0.101 -0.113
H 1.853 -0.833 -6.155 0.320 0.776 -0.573
C -0.595 0.727 -1.345 -0.722 -0.583 -1.025
C -1.236 0.824 -0.016 1.238 0.944 2.810
O -2.419 0.829 0.151 -1.971 -0.293 -0.814
C -0.382 1.017 1.255 0.001 0.200 -1.442
H 0.334 0.171 -1.470 0.071 0.336 0.512
H -0.540 1.717 -1.797 0.249 0.016 0.107
H -1.353 0.176 -1.901 0.067 -0.005 -0.443
H -0.911 0.986 2.208 -0.289 -0.823 -0.345
H -0.024 2.047 1.245 0.719 -0.067 -0.437
H 0.394 0.271 1.082 0.510 0.406 0.741
C 0.726 -1.192 3.605 0.292 0.271 0.479
C 2.100 -0.879 4.225 -0.998 2.627 0.266
O 2.240 0.167 4.888 0.107 -2.470 -1.333
C 3.151 -1.906 3.963 -0.350 0.156 0.950
H 0.734 -0.762 2.604 -0.037 -0.155 0.165
H -0.061 -0.718 4.192 0.084 0.189 -0.061
H 0.470 -2.247 3.510 0.446 -0.047 -0.019
H 2.587 -2.706 4.442 0.657 -0.864 0.050
H 4.063 -1.684 4.517 0.002 -0.097 -0.247
H 3.302 -2.196 2.923 -0.126 0.257 0.036
C -4.071 0.581 -5.040 -3.369 -2.955 -3.666
C -3.223 -0.660 -4.753 -0.093 0.468 2.746
O -1.962 -0.112 -4.502 -0.118 1.957 -0.398
C -2.128 1.229 -4.502 4.852 4.740 1.005
O -1.213 2.065 -4.337 -2.748 -3.369 -0.549
O -3.385 1.661 -4.698 2.186 1.355 2.126
F -3.098 -1.547 -5.705 -0.374 -1.040 -1.859
H -5.137 0.551 -4.817 0.253 0.033 1.318
H -4.178 0.697 -6.118 0.159 -0.845 -0.713
H -3.413 -1.180 -3.814 -0.906 -0.232 -0.068
C -1.504 -4.274 -1.026 0.412 -0.991 -2.246
C -1.513 -2.850 -1.506 0.290 -1.831 2.387
O -0.292 -2.405 -0.837 -0.347 1.697 -2.505
C 0.103 -3.228 0.121 0.431 1.060 3.359
O 1.018 -2.983 0.923 -2.845 -1.432 -2.899
O -0.880 -4.176 0.216 1.618 -1.203 1.073
F -2.602 -2.412 -0.819 -0.496 2.191 -0.267
H -0.925 -4.814 -1.775 0.561 -0.612 0.337
H -2.469 -4.781 -0.999 -0.008 0.488 0.476
H -1.583 -2.697 -2.582 0.516 0.689 0.319
C 4.585 1.564 -1.716 -1.237 2.631 1.345
C 4.899 2.966 -1.156 -0.668 -0.804 1.016
O 3.705 3.652 -1.324 0.218 2.687 -0.982
C 2.690 2.815 -1.323 -1.352 1.305 2.172
O 1.569 3.070 -1.012 -0.306 0.409 -0.869
O 3.156 1.628 -1.396 1.123 -5.645 -0.977
F 5.835 3.486 -1.893 2.077 1.497 -1.457
H 5.167 0.785 -1.224 -0.695 -0.264 -0.308
H 4.691 1.716 -2.790 0.283 -0.719 -0.008
H 5.107 3.176 -0.107 0.627 -0.945 0.238
```
Positions in Å, forces in eV/Å.

The HOMO energy comes out at -8.95 eV. The value obtained for the HOMO-LUMO gap is 9.13 eV. The value obtained for the calculated total energy is -2290.73579 Eh. The calculation puts the LUMO energy at 0.18 eV.

These are the Mulliken partial charges, in e, on atoms 1 to 4: atom 1 (C): -1.050, atom 2 (C): 0.920, atom 3 (O): -0.550, atom 4 (C): -0.690

---

Entry 2:
The following is a DFT calculation (the ωB97M-V functional and the def2-TZVPD basis) of 3 unconnected molecules or ions with the total composition C24H39F9N2O11PS in a non-equilibrium geometry.

The geometry in XYZ format:
```
87
Properties=species:S:1:pos:R:3:forces:R:3
C -2.108 -2.946 -3.945 0.038 0.313 -0.097
C -1.291 -1.672 -3.696 0.360 -0.858 0.504
C 0.208 -2.099 -3.676 -0.055 0.252 -0.544
C 0.864 -2.220 -5.054 0.406 -0.174 0.492
C 2.272 -2.853 -4.952 -0.582 0.343 -0.104
C 3.251 -2.283 -5.997 0.003 -0.539 0.125
C 4.328 -1.279 -5.594 -0.348 0.149 -0.413
F 5.563 -1.716 -5.973 -0.167 0.128 0.078
F 4.120 -0.115 -6.292 0.027 -0.186 0.164
C 4.419 -0.792 -4.114 0.421 0.627 0.030
F 3.215 -0.447 -3.654 0.157 -0.120 -0.137
F 5.185 0.317 -4.110 -0.120 -0.269 0.034
S 5.269 -1.973 -2.887 -0.089 0.235 0.270
F 5.008 -3.213 -3.844 0.017 -0.181 -0.046
F 6.659 -1.703 -3.598 0.027 -0.081 0.052
F 5.542 -0.768 -1.888 -0.035 -0.106 -0.071
F 3.906 -2.264 -2.133 0.051 -0.133 0.010
F 6.003 -2.949 -1.883 -0.030 0.099 -0.051
C -1.540 -0.519 -4.695 -0.641 0.895 -0.003
C -2.830 -0.458 -5.568 -0.010 0.159 -0.102
O -3.863 -1.010 -5.140 -0.235 -0.141 0.167
O -2.671 0.221 -6.598 0.067 -0.026 -0.153
N -1.520 0.742 -3.845 1.440 -0.527 -0.059
C -0.979 0.363 -2.624 -1.041 -0.592 -0.516
O -0.169 0.977 -1.990 0.548 0.567 0.704
C -1.598 -1.009 -2.321 -0.517 0.413 0.401
C -1.036 -1.611 -1.043 0.232 -0.393 0.189
C -1.508 -3.047 -0.690 0.089 0.354 -0.325
C -1.610 -3.172 0.806 -0.239 0.170 -0.422
N -2.691 -2.527 1.369 -0.451 -0.601 0.258
O -0.755 -3.702 1.470 0.592 -0.289 0.536
C -3.137 -0.805 -2.154 -0.054 0.013 -0.375
P -3.703 0.590 -1.190 0.349 -0.304 0.661
O -2.909 0.894 0.015 0.086 0.163 -0.038
O -5.199 0.139 -0.844 -0.184 0.065 -0.215
O -3.940 1.882 -2.095 0.044 -0.026 -0.047
H -1.952 -3.290 -4.967 -0.130 -0.017 -0.115
H -1.782 -3.740 -3.278 0.077 -0.060 0.089
H -3.166 -2.757 -3.809 -0.111 -0.100 -0.193
H 0.291 -3.067 -3.181 -0.052 -0.040 0.201
H 0.808 -1.393 -3.097 0.034 0.073 0.058
H 0.977 -1.220 -5.464 -0.085 0.008 -0.260
H 0.249 -2.829 -5.714 -0.124 0.198 -0.237
H 2.596 -2.719 -3.928 0.268 -0.095 -0.001
H 2.186 -3.925 -5.118 0.075 -0.105 0.089
H 3.777 -3.108 -6.475 0.207 0.028 0.047
H 2.671 -1.815 -6.788 0.029 0.167 -0.043
H -0.744 -0.365 -5.413 0.180 -0.378 -0.014
H -0.886 1.421 -4.251 -0.438 0.287 -0.155
H 0.052 -1.618 -1.052 0.078 0.089 -0.076
H -1.315 -0.960 -0.216 -0.073 0.239 -0.101
H -2.463 -3.270 -1.162 -0.147 -0.011 0.045
H -0.787 -3.776 -1.047 0.021 -0.149 0.023
H -3.561 -2.649 0.870 0.054 0.399 -0.186
H -2.809 -2.751 2.349 0.158 0.203 0.093
H -3.589 -1.658 -1.650 0.061 -0.140 0.049
H -3.618 -0.759 -3.140 -0.078 0.062 -0.080
H -5.581 0.785 -0.237 -0.112 -0.054 0.020
H -3.120 2.394 -2.102 -0.041 0.095 -0.190
O -2.823 -0.456 4.678 -0.046 -0.093 0.061
C -2.419 0.641 4.395 -0.087 0.142 -0.257
O -2.271 1.537 5.399 0.113 -0.058 0.168
C -1.618 2.801 5.219 -0.137 0.033 -0.116
C -2.573 3.867 4.727 -0.093 -0.046 -0.073
C -2.153 1.070 2.974 0.374 -0.159 0.200
H -0.749 2.700 4.570 -0.009 -0.013 -0.019
H -1.244 3.067 6.200 0.006 -0.038 0.098
H -2.973 3.623 3.743 0.057 0.015 -0.027
H -2.061 4.827 4.664 0.023 -0.002 0.024
H -3.416 3.960 5.413 0.028 0.019 0.032
H -3.073 1.452 2.536 -0.003 0.002 -0.063
H -1.850 0.200 2.400 -0.181 -0.057 -0.054
H -1.374 1.821 2.876 -0.106 0.085 -0.009
O 0.603 4.611 6.414 0.039 0.140 -0.047
C 1.204 4.404 7.431 -0.053 -0.243 0.069
O 2.534 4.622 7.451 0.039 0.191 -0.069
C 3.310 4.583 8.650 0.109 -0.089 0.120
C 3.781 3.181 8.978 -0.087 -0.063 -0.058
C 0.526 3.827 8.653 -0.040 0.286 0.128
H 2.764 5.037 9.478 -0.028 -0.026 -0.008
H 4.165 5.225 8.447 -0.015 0.016 -0.062
H 2.944 2.512 9.176 -0.007 0.019 0.051
H 4.426 3.194 9.857 0.011 0.014 0.001
H 4.340 2.769 8.139 0.034 0.025 0.004
H 0.545 2.740 8.579 0.017 -0.019 0.003
H -0.509 4.156 8.652 -0.026 -0.074 -0.105
H 0.974 4.129 9.597 0.061 -0.105 -0.012
```
Positions in Å, forces in eV/Å.

The HOMO energy comes out at -5.17 eV. As for the net charge: -1. The value obtained for the HOMO-LUMO gap is 6.93 eV. The value obtained for the calculated total energy is -3513.59427 Eh. The calculation puts the LUMO energy at 1.76 eV.

These are the Mulliken partial charges, in e, on atoms 1 to 4: atom 1 (C): -2.345, atom 2 (C): 3.091, atom 3 (C): -2.235, atom 4 (C): -0.802

---

Entry 3:
The following is a DFT calculation (the ωB97M-V functional and the def2-TZVPD basis) of a molecular structure, C24H39N4O9P2V.

The geometry in XYZ format:
```
79
Properties=species:S:1:pos:R:3:forces:R:3
V -0.652 0.111 0.573 0.252 0.003 -0.056
C -0.505 -4.126 2.258 0.020 -0.094 0.029
C 0.835 -3.463 2.055 -0.011 0.148 -0.074
C 1.453 -2.950 3.332 0.001 -0.021 0.037
O 0.630 -2.270 1.196 0.062 -0.192 -0.023
P 1.094 -2.113 -0.291 -0.214 0.438 0.063
O 0.935 -0.640 -0.583 0.128 -0.088 0.000
C 0.004 -3.115 -1.298 0.043 -0.195 -0.018
P -1.655 -2.366 -1.429 -0.003 0.084 0.163
O -1.776 -1.237 -0.449 0.053 0.063 -0.086
O -1.840 -1.963 -2.920 -0.066 0.037 -0.093
C -1.188 -0.770 -3.495 -0.004 -0.096 0.072
C -2.156 0.386 -3.390 -0.014 0.058 -0.014
C -0.823 -1.131 -4.914 0.015 0.017 -0.045
O -2.715 -3.468 -1.215 0.075 -0.146 0.088
C -3.513 -3.576 0.050 0.029 0.074 -0.118
C -3.728 -5.050 0.276 -0.029 -0.033 0.048
C -4.782 -2.786 -0.143 -0.050 0.019 0.045
O 2.518 -2.688 -0.504 0.072 -0.040 -0.073
C 3.705 -1.994 0.082 -0.121 -0.106 0.019
C 4.608 -3.080 0.609 0.056 0.018 0.035
C 4.318 -1.141 -0.999 0.061 0.039 -0.019
H -0.383 -4.973 2.934 -0.017 0.011 0.013
H -0.914 -4.514 1.323 0.006 0.027 -0.019
H -1.208 -3.417 2.694 0.007 0.003 0.008
H 1.526 -4.117 1.516 0.003 -0.014 0.039
H 0.769 -2.256 3.819 -0.002 0.010 -0.011
H 2.394 -2.434 3.136 0.005 -0.002 -0.008
H 1.654 -3.784 4.005 -0.012 -0.002 -0.001
H -0.092 -4.093 -0.819 0.001 -0.017 -0.061
H 0.424 -3.277 -2.292 0.011 0.042 0.002
H -0.286 -0.578 -2.905 0.007 0.041 -0.032
H -3.084 0.145 -3.907 0.007 -0.013 -0.015
H -1.724 1.270 -3.861 0.006 0.004 0.011
H -2.394 0.623 -2.352 0.006 -0.023 0.006
H -1.716 -1.400 -5.477 -0.013 0.000 0.013
H -0.127 -1.968 -4.946 -0.002 -0.012 0.015
H -0.354 -0.276 -5.402 0.008 0.004 0.010
H -2.909 -3.129 0.842 -0.015 -0.022 0.014
H -4.326 -5.480 -0.528 0.001 0.013 -0.019
H -4.262 -5.192 1.216 -0.007 0.004 -0.003
H -2.785 -5.592 0.337 0.016 0.012 -0.003
H -5.355 -3.181 -0.982 0.008 -0.002 -0.013
H -4.566 -1.732 -0.309 0.014 0.000 -0.006
H -5.391 -2.862 0.759 0.007 -0.006 0.003
H 3.331 -1.376 0.902 0.027 0.024 -0.015
H 4.927 -3.741 -0.195 -0.019 0.007 -0.022
H 4.112 -3.671 1.379 -0.015 -0.002 -0.006
H 5.495 -2.625 1.051 -0.003 -0.005 0.000
H 4.644 -1.761 -1.834 -0.010 -0.013 0.003
H 5.190 -0.624 -0.598 -0.002 0.000 0.002
H 3.612 -0.394 -1.359 -0.017 -0.008 0.005
O -2.345 0.671 1.552 0.025 -0.139 0.221
N -1.668 -0.210 2.254 -0.007 0.701 0.209
O -2.139 -1.223 2.745 -0.078 -0.302 0.076
O -0.413 0.211 2.525 -0.261 -0.257 -0.215
C -0.103 3.886 -1.408 0.012 -0.111 0.050
C -0.104 2.553 -1.043 0.131 0.127 0.009
N -0.338 2.163 0.215 -0.156 -0.140 -0.224
C -0.564 3.081 1.160 -0.007 -0.031 -0.020
C -0.539 4.443 0.893 -0.001 -0.008 0.030
C -0.327 4.837 -0.427 0.020 0.025 -0.014
C -0.804 5.421 1.969 0.065 0.075 -0.051
C -0.136 6.553 2.187 -0.053 -0.052 0.068
C 1.088 7.030 1.509 -0.026 0.010 -0.057
C 2.143 6.198 1.149 0.024 0.038 0.025
C 3.232 6.797 0.541 -0.008 -0.006 -0.002
N 3.288 8.103 0.297 0.027 -0.050 -0.006
C 2.238 8.809 0.699 -0.030 0.071 0.018
N 1.147 8.347 1.300 -0.003 -0.047 -0.033
H 0.067 4.166 -2.437 0.000 0.019 0.001
H 0.093 1.766 -1.762 -0.012 0.016 -0.014
H -0.774 2.688 2.147 -0.006 0.058 0.013
H -0.346 5.889 -0.678 -0.004 0.006 -0.004
H -1.652 5.198 2.607 -0.015 -0.010 -0.004
H -0.514 7.237 2.937 0.024 -0.023 0.035
H 2.133 5.138 1.356 -0.033 -0.025 0.011
H 4.093 6.210 0.243 0.008 0.009 -0.006
H 2.274 9.878 0.524 0.003 -0.004 -0.004
```
Positions in Å, forces in eV/Å.

Its spin multiplicity is 2. As for the energy relative to the best compared isomer or geometry (same formula, charge and spin): 0.000 eV. The HOMO energy (spin up / spin down) comes out at -11.24 / -9.92 eV. As for the net charge: +1. The expectation value of S² is 1.225. The value obtained for the HOMO-LUMO gap (spin up / spin down) is 8.55 / 7.34 eV. The value obtained for the calculated total energy is -3460.74688 Eh. The calculation puts the LUMO energy (spin up / spin down) at -2.69 / -2.58 eV.

These are the Mulliken partial charges, in e, on atoms 1 to 4: atom 1 (V): 0.375, atom 2 (C): -0.977, atom 3 (C): 0.539, atom 4 (C): -1.566

---

Among the records above, which one has the highest calculated total energy? C24H39F3O14

---

Among the records above, which one has the highest calculated total energy? C24H39F3O14